# 1
Computed, not measured: 2 unconnected molecules or ions with the total composition C13H26ClF3N3O3 at a distorted geometry, with the ωB97M-V functional and the def2-TZVPD basis.

Last column: natural (NBO) charge in e.
Positions of all 49 atoms, in Å:
1 C 2.38 1.27 -0.46  -0.643
2 C 2.05 0.13 -1.43  -0.076
3 O 1.32 0.57 -2.58  -0.523
4 C -0.01 0.19 -2.60  -0.048
5 C -0.92 1.37 -2.23  -0.250
6 N -2.32 0.97 -2.53  -0.581
7 C -3.26 1.71 -1.90  0.761
8 N -4.00 2.56 -2.56  -0.698
9 N -3.41 1.44 -0.55  -0.522
10 C -4.21 0.15 -0.40  -0.037
11 Cl -5.26 0.13 1.00  0.051
12 C -3.24 -1.06 -0.31  -0.433
13 C -3.33 -2.02 -1.51  -0.609
14 C -3.85 2.58 0.21  1.094
15 F -3.58 2.44 1.51  -0.270
16 F -3.12 3.65 -0.24  -0.320
17 F -5.14 2.91 0.02  -0.316
18 H 1.85 1.15 0.47  0.233
19 H 3.44 1.31 -0.27  0.221
20 H 2.09 2.20 -0.94  0.204
21 H 2.98 -0.29 -1.80  0.187
22 H 1.57 -0.68 -0.89  0.186
23 H -0.26 -0.09 -3.63  0.171
24 H -0.26 -0.66 -1.97  0.175
25 H -0.78 1.61 -1.19  0.234
26 H -0.63 2.19 -2.89  0.212
27 H -2.52 0.95 -3.53  0.394
28 H -3.78 2.75 -3.53  0.430
29 H -4.74 3.11 -2.16  0.451
30 H -4.80 0.02 -1.30  0.204
31 H -3.34 -1.56 0.64  0.244
32 H -2.23 -0.65 -0.30  0.221
33 H -2.47 -1.87 -2.16  0.212
34 H -3.29 -3.05 -1.17  0.238
35 H -4.23 -1.84 -2.10  0.202
36 O 2.45 -0.75 1.46  -0.615
37 C 3.21 -1.31 2.22  0.814
38 O 3.50 -0.73 3.38  -0.498
39 C 4.22 -1.38 4.44  -0.070
40 C 5.72 -1.23 4.27  -0.637
41 C 3.90 -2.59 1.83  -0.745
42 H 3.91 -2.43 4.52  0.177
43 H 3.90 -0.89 5.35  0.204
44 H 6.07 -1.71 3.35  0.207
45 H 6.24 -1.68 5.11  0.227
46 H 5.98 -0.18 4.21  0.223
47 H 4.82 -2.35 1.29  0.249
48 H 3.24 -3.15 1.17  0.243
49 H 4.14 -3.23 2.67  0.226

As for the HOMO energy: -12.3 eV. For the LUMO energy, the calculation gives -3.95 eV. For the calculated total energy, the calculation gives -1660.4631 a.u. As for the charge: +1. The HOMO-LUMO gap is 0.306 hartree.

---

# 2
Computed, not measured: a molecular structure, C38H44N5RuS2 at a distorted geometry, with the ωB97M-V functional and the def2-TZVPD basis.

Last column: Löwdin spin population.
Positions of all 90 atoms, in Å:
1 Ru -0.82 -0.53 -0.07  2.431
2 C 0.80 1.54 -5.81  0.007
3 C 0.01 0.23 -5.55  0.010
4 C 0.22 -0.38 -4.24  0.067
5 C 0.99 -1.50 -3.97  0.004
6 C 1.78 -2.36 -4.89  -0.002
7 C 0.96 -3.57 -5.30  0.000
8 C 0.97 -1.65 -2.58  0.097
9 N 0.00 -0.69 -1.96  0.118
10 C -0.37 0.06 -2.99  0.088
11 C -1.27 1.18 -2.94  0.120
12 C -1.53 1.86 -1.71  0.084
13 C -2.41 3.04 -1.61  0.174
14 C -3.09 3.84 -2.71  0.021
15 C -4.38 3.12 -3.07  0.011
16 C -2.40 3.43 -0.26  -0.008
17 C -1.77 2.35 0.37  0.182
18 C -1.80 2.26 1.75  -0.037
19 C -0.98 1.34 2.45  0.227
20 N -0.35 0.15 1.87  0.161
21 C 0.25 -0.51 2.88  0.153
22 C 1.19 -1.58 2.81  0.237
23 C 1.78 -2.22 1.71  0.079
24 N 1.15 -2.07 0.48  0.069
25 C 2.08 -2.44 -0.45  0.182
26 C 1.80 -2.37 -1.86  -0.007
27 C 3.22 -2.98 0.20  0.016
28 C 3.04 -2.65 1.52  0.130
29 C 4.13 -2.77 2.61  0.012
30 C 4.00 -4.10 3.34  0.008
31 C 4.45 -3.31 -0.60  -0.001
32 C 5.13 -2.09 -1.10  0.000
33 C -0.09 0.14 4.21  0.103
34 C -0.72 1.36 3.95  0.009
35 C -1.40 2.36 4.88  -0.002
36 C -2.97 2.29 4.95  0.000
37 C 0.16 -0.54 5.69  0.006
38 C -0.76 -1.82 5.70  0.008
39 N -1.12 1.51 -0.53  0.036
40 C -3.03 4.63 0.39  -0.008
41 C -2.08 5.76 0.75  -0.003
42 H 0.66 1.81 -6.82  0.000
43 H 1.91 1.30 -5.78  0.000
44 H 0.60 2.39 -5.10  0.001
45 H 0.33 -0.43 -6.41  0.000
46 H -1.02 0.47 -5.64  0.002
47 H 2.68 -2.63 -4.42  0.000
48 H 2.05 -1.87 -5.80  0.000
49 H 0.52 -4.06 -4.44  0.000
50 H 1.49 -4.27 -5.96  0.000
51 H 0.13 -3.27 -5.91  0.000
52 H -1.56 1.59 -3.81  0.008
53 H -2.39 3.95 -3.51  0.004
54 H -3.19 4.79 -2.21  0.001
55 H -4.14 2.24 -3.65  0.000
56 H -5.08 3.64 -3.65  0.001
57 H -4.83 2.82 -2.14  0.001
58 H -2.46 2.97 2.19  -0.006
59 H 1.46 -1.92 3.77  0.014
60 H 2.62 -2.95 -2.29  -0.002
61 H 3.97 -1.93 3.27  0.002
62 H 5.05 -2.60 2.16  0.001
63 H 2.94 -4.41 3.47  0.000
64 H 4.38 -4.12 4.38  0.001
65 H 4.41 -4.92 2.81  0.000
66 H 4.15 -3.90 -1.49  0.000
67 H 5.09 -3.85 0.04  0.000
68 H 4.57 -1.50 -1.86  0.000
69 H 6.09 -2.29 -1.62  0.000
70 H 5.34 -1.48 -0.19  0.000
71 H -1.26 3.33 4.42  -0.001
72 H -0.99 2.21 5.87  0.000
73 H -3.53 2.28 4.01  0.000
74 H -3.27 3.18 5.52  0.000
75 H -3.31 1.49 5.64  0.000
76 H -0.38 0.09 6.39  0.000
77 H 1.21 -0.63 6.03  0.002
78 H -1.68 -1.67 6.24  0.000
79 H -0.41 -2.77 6.11  0.001
80 H -1.04 -2.00 4.64  0.003
81 H -3.52 4.38 1.31  -0.001
82 H -3.81 4.99 -0.21  -0.001
83 H -1.26 5.27 1.24  0.000
84 H -2.49 6.41 1.53  0.000
85 H -1.71 6.28 -0.09  0.000
86 S -5.09 -1.03 1.88  0.076
87 C -3.86 -0.82 0.89  0.049
88 N -2.95 -0.79 0.14  0.092
89 S -0.83 -3.79 0.42  -0.027
90 C -0.32 -2.29 0.37  -0.005

Its spin multiplicity is 6. As for the HOMO energy (spin up / spin down): -5.8 / -7.5 eV. For the LUMO energy (spin up / spin down), the calculation gives -0.92 / -2.82 eV. The relative energy (zero: lowest compared OMol25 entry of this formula, charge and spin) is 0.0 kJ/mol. For the calculated total energy, the calculation gives -2639.2346 a.u. The HOMO-LUMO gap (spin up / spin down) is 0.180 / 0.172 hartree.

---

# 3
Computed, not measured: a molecular structure, C22H30ErN5PS2 at a distorted geometry, with the ωB97M-V functional and the def2-TZVPD basis.

Last column: Löwdin spin population.
Positions of all 61 atoms, in Å:
1 Er 0.95 1.29 -0.97  3.034
2 C -2.35 1.18 -0.65  0.000
3 N -1.36 2.15 -0.15  -0.004
4 C -1.34 2.17 1.34  0.000
5 C -0.41 1.11 1.95  0.000
6 N 0.96 1.19 1.42  -0.005
7 C 1.65 2.42 1.89  0.000
8 C 1.79 0.06 1.82  0.000
9 C 1.53 -0.68 2.97  0.000
10 C 2.42 -1.63 3.44  0.000
11 C 3.62 -1.83 2.77  0.000
12 C 3.87 -1.15 1.60  0.000
13 C 2.97 -0.22 1.09  -0.001
14 S 3.40 0.61 -0.41  -0.009
15 C -1.69 3.51 -0.60  0.000
16 C -2.96 4.04 -0.37  0.000
17 C -3.26 5.34 -0.72  0.000
18 C -2.29 6.15 -1.29  0.000
19 C -1.02 5.65 -1.49  -0.001
20 C -0.70 4.33 -1.15  0.000
21 S 0.98 3.85 -1.39  -0.011
22 H -3.36 1.36 -0.26  0.000
23 H -2.06 0.17 -0.35  0.000
24 H -2.40 1.24 -1.74  0.000
25 H -2.35 2.01 1.73  0.000
26 H -1.01 3.16 1.65  0.000
27 H -0.79 0.10 1.73  0.000
28 H -0.42 1.26 3.04  0.000
29 H 1.77 2.40 2.98  0.000
30 H 1.08 3.32 1.61  0.000
31 H 2.64 2.49 1.43  0.000
32 H 0.63 -0.50 3.54  0.000
33 H 2.19 -2.17 4.34  0.000
34 H 4.34 -2.53 3.16  0.000
35 H 4.79 -1.31 1.05  0.000
36 H -3.73 3.43 0.08  0.000
37 H -4.25 5.73 -0.52  0.000
38 H -2.50 7.17 -1.54  0.000
39 H -0.24 6.26 -1.92  0.000
40 C 0.70 -3.98 -2.74  0.000
41 N -0.56 -3.26 -2.80  0.000
42 C -1.52 -3.91 -1.91  0.000
43 N -1.03 -3.99 -0.54  0.000
44 C 0.24 -4.69 -0.53  0.000
45 N 1.22 -4.05 -1.38  0.000
46 C 1.65 -2.77 -0.89  0.000
47 P 0.23 -1.52 -0.76  -0.002
48 C -0.41 -1.86 -2.51  0.000
49 C -0.97 -2.71 0.10  -0.001
50 H 1.43 -3.48 -3.38  0.000
51 H 0.54 -5.00 -3.10  0.000
52 H -1.70 -4.92 -2.28  0.000
53 H -2.46 -3.36 -1.92  0.000
54 H 0.08 -5.71 -0.88  0.000
55 H 0.62 -4.73 0.50  0.000
56 H 2.39 -2.35 -1.58  0.000
57 H 2.11 -2.89 0.09  0.000
58 H 0.32 -1.44 -3.21  0.000
59 H -1.37 -1.36 -2.65  0.000
60 H -1.98 -2.27 0.10  0.000
61 H -0.64 -2.85 1.13  0.000

Its spin multiplicity is 4. As for the HOMO energy (spin up / spin down): -10.7 / -10.7 eV. For the LUMO energy (spin up / spin down), the calculation gives -3.45 / -3.37 eV. For the calculated total energy, the calculation gives -3282.7624 a.u. As for the charge: +1. The HOMO-LUMO gap (spin up / spin down) is 0.267 / 0.270 hartree.

---

# 4
Computed, not measured: a molecular structure, C32H72F12KN10O24S12 at a distorted geometry, with the ωB97M-V functional and the def2-TZVPD basis.

Last column: Löwdin charge in e.
Positions of all 163 atoms, in Å:
1 K 1.63 -3.32 1.28  0.746
2 C -6.60 -0.52 3.21  -0.091
3 C -5.93 -0.62 1.85  -0.218
4 C -6.96 -0.34 0.72  -0.123
5 N -6.37 0.05 -0.62  -0.223
6 C -7.48 0.15 -1.68  0.017
7 C -5.24 -0.91 -1.11  -0.064
8 C -3.95 -0.16 -0.92  -0.184
9 C -4.30 1.28 -1.16  -0.125
10 C -5.63 1.44 -0.47  -0.057
11 H -7.04 0.46 3.40  0.076
12 H -5.80 -0.55 3.96  0.074
13 H -7.31 -1.28 3.52  0.085
14 H -5.66 -1.67 1.82  0.096
15 H -5.02 -0.05 1.73  0.111
16 H -7.62 0.48 0.98  0.129
17 H -7.54 -1.25 0.56  0.136
18 H -7.86 -0.86 -1.80  0.101
19 H -6.97 0.43 -2.60  0.101
20 H -8.30 0.81 -1.44  0.103
21 H -5.49 -1.11 -2.15  0.116
22 H -5.19 -1.85 -0.55  0.133
23 H -3.17 -0.44 -1.63  0.090
24 H -3.42 -0.36 0.00  0.095
25 H -4.27 1.55 -2.22  0.125
26 H -3.54 1.94 -0.73  0.113
27 H -6.35 2.22 -0.75  0.126
28 H -5.62 1.69 0.59  0.126
29 C 3.50 7.39 -1.61  -0.115
30 C 3.25 6.10 -0.93  -0.240
31 C 4.50 5.20 -0.95  -0.132
32 N 4.29 3.76 -0.57  -0.204
33 C 3.31 3.09 -1.51  0.019
34 C 3.73 3.62 0.90  -0.051
35 C 4.57 2.54 1.54  -0.155
36 C 5.48 1.99 0.49  -0.156
37 C 5.68 3.05 -0.58  -0.051
38 H 4.13 8.06 -1.02  0.080
39 H 2.59 7.91 -1.90  0.079
40 H 4.02 7.19 -2.55  0.078
41 H 2.36 5.60 -1.30  0.094
42 H 3.04 6.28 0.12  0.114
43 H 5.35 5.43 -0.30  0.124
44 H 4.98 5.24 -1.93  0.133
45 H 2.28 3.43 -1.47  0.084
46 H 3.33 2.02 -1.29  0.063
47 H 3.69 3.32 -2.51  0.114
48 H 2.64 3.63 0.92  0.087
49 H 4.02 4.52 1.45  0.123
50 H 3.95 1.83 2.09  0.103
51 H 5.17 2.97 2.35  0.116
52 H 4.96 1.12 0.10  0.084
53 H 6.45 1.67 0.87  0.125
54 H 5.80 2.54 -1.54  0.101
55 H 6.45 3.81 -0.52  0.126
56 C -4.65 -2.20 -7.87  -0.090
57 C -3.27 -1.79 -7.32  -0.199
58 C -2.86 -2.60 -6.02  -0.094
59 N -1.78 -1.87 -5.25  -0.264
60 C -2.36 -0.78 -4.37  0.039
61 C -0.59 -1.41 -6.07  -0.086
62 C 0.64 -1.35 -5.12  -0.109
63 C 0.26 -2.15 -3.89  -0.150
64 C -1.04 -2.81 -4.28  -0.091
65 H -5.24 -2.71 -7.11  0.069
66 H -4.55 -2.85 -8.74  0.074
67 H -5.16 -1.33 -8.28  0.073
68 H -3.26 -0.75 -6.99  0.090
69 H -2.53 -1.90 -8.11  0.106
70 H -2.44 -3.59 -6.23  0.131
71 H -3.71 -2.84 -5.38  0.124
72 H -2.80 -0.13 -5.13  0.095
73 H -1.64 -0.18 -3.81  0.105
74 H -3.15 -1.21 -3.75  0.094
75 H -0.93 -0.42 -6.38  0.129
76 H -0.49 -2.05 -6.94  0.133
77 H 0.91 -0.31 -4.98  0.122
78 H 1.40 -1.85 -5.72  0.128
79 H 0.21 -1.58 -2.96  0.073
80 H 1.15 -2.76 -3.72  0.133
81 H -1.68 -3.13 -3.46  0.143
82 H -0.68 -3.68 -4.83  0.141
83 C -3.45 0.70 6.94  -0.084
84 C -2.00 1.01 6.54  -0.204
85 C -1.47 0.15 5.36  -0.095
86 N 0.06 0.06 5.28  -0.223
87 C 0.59 -0.93 6.31  0.055
88 C 0.81 1.38 5.44  -0.079
89 C 2.14 1.11 4.76  -0.162
90 C 1.88 0.16 3.61  -0.127
91 C 0.53 -0.50 3.93  -0.069
92 H -4.07 1.46 7.42  0.070
93 H -3.43 -0.19 7.58  0.075
94 H -4.04 0.47 6.05  0.064
95 H -1.24 1.09 7.32  0.095
96 H -1.99 2.01 6.08  0.104
97 H -1.84 0.52 4.41  0.118
98 H -1.65 -0.93 5.40  0.116
99 H 1.67 -0.85 6.28  0.106
100 H 0.14 -1.91 6.20  0.100
101 H 0.32 -0.46 7.26  0.096
102 H 0.82 1.73 6.47  0.133
103 H 0.25 2.07 4.81  0.114
104 H 2.89 0.71 5.44  0.106
105 H 2.62 2.03 4.41  0.117
106 H 2.79 -0.37 3.35  0.095
107 H 1.81 0.78 2.71  0.101
108 H 0.68 -1.58 3.95  0.107
109 H -0.20 -0.26 3.16  0.110
110 N 3.99 -2.75 2.90  -0.324
111 S 4.47 -2.78 4.32  0.402
112 O 4.52 -1.48 4.98  -0.306
113 O 5.49 -3.76 4.62  -0.269
114 F 3.16 -3.48 4.90  -0.196
115 S 5.33 -2.07 2.12  0.578
116 O 6.45 -2.96 2.01  -0.244
117 O 5.58 -0.64 2.05  -0.269
118 F 4.63 -2.25 0.70  -0.216
119 N 0.76 -1.10 -0.28  -0.290
120 S 0.00 0.23 -0.41  0.462
121 O -0.86 0.40 -1.60  -0.305
122 O 0.67 1.43 0.05  -0.289
123 F -1.03 0.04 0.82  -0.201
124 S 2.13 -0.54 -1.15  0.570
125 O 3.27 -0.23 -0.35  -0.248
126 O 1.94 0.16 -2.40  -0.256
127 F 2.49 -2.07 -1.60  -0.209
128 N 1.30 -5.52 -0.11  -0.326
129 S 0.88 -7.02 0.20  0.407
130 O 1.28 -7.66 1.42  -0.264
131 O 0.59 -7.91 -0.90  -0.286
132 F -0.63 -6.63 0.53  -0.220
133 S 2.84 -6.12 -0.47  0.532
134 O 3.08 -6.66 -1.79  -0.266
135 O 3.65 -6.57 0.63  -0.254
136 F 3.45 -4.61 -0.57  -0.257
137 N -1.16 4.96 1.47  -0.210
138 S -0.76 4.35 0.17  0.400
139 O -1.53 3.27 -0.43  -0.293
140 O 0.64 4.47 -0.23  -0.305
141 F -1.30 5.54 -0.80  -0.229
142 S -0.51 3.57 2.25  0.585
143 O 0.94 3.44 2.37  -0.277
144 O -1.33 2.38 2.27  -0.285
145 F -0.86 4.17 3.73  -0.232
146 N 6.42 0.01 -4.61  -0.256
147 S 6.67 1.42 -5.15  0.429
148 O 7.07 2.43 -4.17  -0.324
149 O 5.84 1.90 -6.24  -0.305
150 F 8.01 1.10 -5.96  -0.207
151 S 4.93 0.32 -3.97  0.550
152 O 3.86 0.48 -4.94  -0.294
153 O 4.84 1.11 -2.77  -0.302
154 F 4.58 -1.14 -3.41  -0.186
155 N -1.17 -3.55 1.93  -0.271
156 S -1.16 -4.15 3.32  0.400
157 O -2.01 -5.27 3.61  -0.239
158 O -0.90 -3.25 4.41  -0.291
159 F 0.30 -4.83 3.14  -0.223
160 S -2.64 -2.78 2.07  0.542
161 O -2.58 -1.50 2.77  -0.292
162 O -3.87 -3.47 2.08  -0.250
163 F -2.64 -2.28 0.55  -0.209

As for the HOMO energy: -7.1 eV. For the LUMO energy, the calculation gives 0.17 eV. The relative energy (zero: lowest compared OMol25 entry of this formula, charge and spin) is 0.0 kJ/mol. For the calculated total energy, the calculation gives -10192.1422 a.u. As for the charge: -1. The HOMO-LUMO gap is 0.266 hartree.

---

# 5
Computed, not measured: C17H15FN4OS in the gas phase, with the ωB97M-V functional and the def2-TZVPD basis.

Last column: natural (NBO) charge in e.
Positions of all 39 atoms, in Å:
1 C 2.38 1.92 0.19  -0.732
2 H 2.58 1.31 -0.69  0.219
3 H 3.28 2.42 0.52  0.228
4 H 1.95 1.32 0.98  0.228
5 S 1.20 3.24 -0.25  0.279
6 C -0.21 2.30 -0.66  0.280
7 N -1.28 2.97 -0.99  -0.499
8 C -2.34 2.25 -1.40  0.192
9 C -3.48 2.94 -1.85  -0.201
10 C -4.54 2.26 -2.38  -0.180
11 C -4.49 0.86 -2.50  -0.253
12 C -3.41 0.16 -2.04  -0.123
13 C -2.33 0.82 -1.44  -0.199
14 C -1.15 0.23 -0.88  0.475
15 N -0.09 0.97 -0.57  -0.580
16 N -0.98 -1.11 -0.67  -0.247
17 N 0.26 -1.48 -0.15  -0.453
18 C 0.48 -1.32 1.21  0.676
19 O -0.42 -1.15 2.00  -0.593
20 C 1.91 -1.45 1.61  -0.184
21 C 2.30 -0.82 2.79  -0.136
22 C 3.61 -0.88 3.22  -0.282
23 C 4.53 -1.58 2.46  0.413
24 C 4.16 -2.23 1.30  -0.284
25 C 2.85 -2.17 0.87  -0.163
26 H 2.56 -2.70 -0.02  0.220
27 H 4.91 -2.79 0.74  0.234
28 F 5.81 -1.64 2.87  -0.317
29 H 3.92 -0.39 4.13  0.236
30 H 1.55 -0.30 3.36  0.243
31 H 1.03 -1.27 -0.77  0.402
32 C -2.05 -2.05 -0.39  -0.409
33 H -2.25 -2.67 -1.26  0.192
34 H -2.95 -1.53 -0.08  0.221
35 H -1.73 -2.69 0.43  0.232
36 H -3.37 -0.91 -2.19  0.205
37 H -5.31 0.34 -2.96  0.215
38 H -5.41 2.79 -2.73  0.217
39 H -3.47 4.02 -1.79  0.229

As for the HOMO energy: -8.0 eV. For the LUMO energy, the calculation gives 0.32 eV. Its SMILES is CSc1nc(N(C)NC(=O)c2ccc(F)cc2)c2ccccc2n1. The relative energy (zero: lowest compared OMol25 entry of this formula, charge and spin) is 0.0 kJ/mol. For the calculated total energy, the calculation gives -1449.1491 a.u. The HOMO-LUMO gap is 0.306 hartree.

---

- Which value of calculated total energy does entry 1 give?
  -1660.4631 a.u.